Entry from OMol25: an isolated ion of composition H3NO3PS and charge -1 at a distorted geometry (ωB97M-V/def2-TZVPD).

Last column: natural (NBO) charge in e.
Cartesian coordinates (Å):
N (-0.4317, -0.9180, -2.0102)  -1.202
O (1.4429, 1.4620, 0.7178)  -0.983
O (0.7728, -0.9995, 1.7294)  -0.968
O (-0.5636, 1.4463, 1.9494)  -0.979
P (-0.7805, 0.5016, -1.3619)  0.657
S (0.2265, 0.7153, 0.9797)  1.770
H (0.0790, -1.5518, 1.3751)  0.444
H (-1.3154, -1.5456, -1.9985)  0.323
H (0.5701, 0.8898, -1.3808)  -0.062

Cartesian forces, eV/Å:
-2.3396 -1.5136 0.2177
0.8717 -0.7030 -0.0506
-0.0917 2.4204 -0.3644
-0.8161 -0.6844 0.7823
0.5592 -0.8927 -0.3027
0.5647 -0.4217 0.6377
-0.3993 -0.3566 -0.2496
1.6271 1.3527 -0.2375
0.0239 0.7989 -0.4328

Output
HOMO level   -0.1622 Ha
Net charge   -1
F_max   2.79 eV Å⁻¹
Energy relative to the best compared isomer or geometry (same formula, charge and spin)   2.032 eV
LUMO   3.9 eV
DFT total energy   -1021.81360 a.u.

***

Entry from OMol25: a 2-piece molecular cluster, C3H11NO2 overall at a distorted geometry (ωB97M-V/def2-TZVPD).

Last column: natural (NBO) charge in e.
Cartesian coordinates (Å):
C (1.2696, -0.8441, 0.1901)  -0.217
C (0.6257, 0.4653, 0.5454)  -0.449
C (0.1495, 1.3857, -0.6010)  -0.058
O (-0.8451, 2.3835, -0.3976)  -0.722
N (1.1891, -1.7535, 1.3519)  -0.836
H (2.2950, -0.7881, -0.1774)  0.170
H (0.7395, -1.2664, -0.6684)  0.175
H (1.1653, 1.0393, 1.3081)  0.202
H (-0.4062, 0.3112, 0.8836)  0.216
H (-0.3094, 0.7098, -1.3477)  0.153
H (0.8624, 1.8567, -1.2842)  0.172
H (-1.6864, 1.9097, -0.3054)  0.479
H (1.6449, -1.2216, 2.0840)  0.350
H (1.6367, -2.6483, 1.2506)  0.361
H (-3.5068, -0.3635, -1.2151)  0.479
H (-2.1846, -1.0060, -0.7838)  0.478
O (-2.6393, -0.1697, -0.8330)  -0.954

Cartesian forces, eV/Å:
-0.0111 -1.0431 -0.6065
-1.4310 2.0149 -0.0553
0.1230 -0.7401 -3.0847
0.1210 -0.3946 1.1487
-0.4852 1.1216 0.0304
0.2313 0.6142 0.0654
-0.2743 -0.1876 0.1324
-0.0095 -0.2033 -0.0317
0.3938 -0.7681 1.0295
0.1108 -0.3091 0.3427
0.7188 0.2341 0.8405
0.1891 0.1537 0.0021
0.0162 -0.5439 0.4003
0.3230 -0.0013 -0.2805
0.2815 0.0403 0.1323
0.2040 -0.4391 0.0549
-0.5013 0.4514 -0.1204

Output
HOMO level   -0.3452 Ha
F_max   3.17 eV Å⁻¹
Energy relative to the best compared isomer or geometry (same formula, charge and spin)   0.935 eV
LUMO   0.6 eV
DFT total energy   -326.09711 a.u.

***

Entry from OMol25: C28H35FN6O11P2RhS2 as an isolated structure at a distorted geometry (ωB97M-V/def2-TZVPD).

Last column: Mulliken spin population.
Cartesian coordinates (Å):
Rh (-0.9316, 1.9799, -1.2386)  2.440
N (2.6663, 4.3230, -1.3793)  0.000
C (2.0239, 4.1862, -0.0493)  -0.003
C (2.7506, 4.8989, 1.0545)  0.001
P (2.1127, 2.3363, 0.1603)  0.022
O (1.4130, 2.0084, 1.5475)  0.008
O (3.5508, 2.0091, 0.1484)  0.009
O (1.2974, 1.8035, -1.0059)  0.067
P (0.3016, 4.7854, -0.3349)  0.024
O (0.6785, 6.3248, -0.7688)  0.001
O (-0.5429, 4.7893, 0.8720)  0.007
O (-0.1487, 4.1194, -1.6220)  0.080
H (3.5968, 3.8820, -1.3577)  0.000
H (2.6756, 5.2984, -1.6931)  0.000
H (2.0449, 3.7694, -2.0001)  -0.001
H (3.7240, 4.4362, 1.2264)  0.000
H (2.1571, 4.7774, 1.9607)  0.000
H (2.8617, 5.9652, 0.8530)  0.000
H (0.4412, 2.0265, 1.4478)  0.000
H (0.1715, 6.9129, -0.2100)  0.001
C (-2.1273, -5.5088, 0.6112)  0.000
C (-1.8832, -5.0082, -0.8102)  -0.001
N (-1.4071, -3.6370, -0.8508)  0.009
C (-2.3320, -2.6454, -0.9246)  -0.001
C (-2.0457, -1.3523, -1.2104)  -0.011
C (-3.1968, -0.3431, -1.2777)  -0.004
O (-4.3269, -0.7885, -1.1400)  0.011
O (-2.9005, 0.8656, -1.4830)  0.081
C (-0.6941, -0.9678, -1.5006)  0.043
O (-0.3646, 0.0855, -2.0800)  0.059
C (0.3014, -1.9698, -1.1226)  0.005
C (1.6466, -1.6133, -1.0782)  0.007
C (2.6121, -2.5600, -0.8427)  0.000
F (3.9035, -2.1561, -0.8477)  0.000
C (2.2850, -3.9038, -0.6208)  0.002
C (0.9328, -4.2395, -0.5845)  -0.002
C (-0.0728, -3.3044, -0.8491)  0.001
N (3.2338, -4.9274, -0.3807)  0.000
C (3.1036, -6.1509, -1.1496)  0.000
C (3.5219, -7.3228, -0.2421)  0.000
N (4.4650, -6.7845, 0.7731)  0.000
C (5.4215, -5.8487, 0.1330)  0.000
C (4.6403, -4.5751, -0.2318)  0.000
H (-2.5032, -6.5278, 0.5741)  0.000
H (-2.8735, -4.8887, 1.0991)  0.000
H (-1.2185, -5.4800, 1.2089)  0.000
H (-2.8214, -5.0447, -1.3701)  0.000
H (-1.1669, -5.6489, -1.3310)  0.000
H (-3.3641, -2.9297, -0.7813)  -0.001
H (1.9230, -0.5811, -1.2336)  0.004
H (0.6624, -5.2490, -0.3182)  0.000
H (3.7365, -6.1165, -2.0468)  0.000
H (2.0774, -6.2830, -1.4838)  0.000
H (4.0170, -8.1047, -0.8192)  0.000
H (2.6623, -7.7519, 0.2743)  0.000
H (4.9404, -7.5417, 1.2716)  0.000
H (3.9140, -6.2241, 1.4379)  0.000
H (5.8419, -6.3371, -0.7489)  0.000
H (6.2360, -5.6147, 0.8182)  0.000
H (5.0735, -4.1513, -1.1468)  0.000
H (4.7288, -3.8332, 0.5655)  0.000
O (-4.1076, 4.5610, 2.5785)  0.005
C (-3.2592, 3.8842, 3.3490)  0.036
C (-3.3673, 4.0648, 4.7326)  -0.009
C (-2.5280, 3.4085, 5.6029)  0.015
C (-1.5534, 2.5421, 5.1142)  0.003
C (-1.4328, 2.3431, 3.7588)  0.001
C (-2.2763, 2.9987, 2.8531)  0.007
C (-2.0984, 2.7528, 1.4241)  -0.047
O (-1.2389, 1.9248, 1.0070)  0.177
N (-2.9233, 3.4003, 0.5939)  0.445
N (-2.6155, 3.3147, -0.6712)  0.164
C (-3.3186, 3.8445, -1.6073)  0.095
S (-2.7551, 3.6431, -3.2314)  0.134
C (-4.3898, 4.0965, -3.9518)  0.003
C (-4.9261, 5.2421, -3.1300)  -0.001
S (-4.7869, 4.7664, -1.3676)  0.099
H (-3.9154, 4.3501, 1.6363)  -0.001
H (-4.1302, 4.7378, 5.0904)  0.000
H (-2.6289, 3.5702, 6.6663)  0.001
H (-0.8991, 2.0267, 5.7999)  0.000
H (-0.6803, 1.6733, 3.3713)  0.000
H (-5.0339, 3.2194, -3.8904)  0.006
H (-4.2396, 4.3757, -4.9915)  0.000
H (-5.9774, 5.4396, -3.3295)  0.001
H (-4.3433, 6.1525, -3.2749)  0.005

Cartesian forces, eV/Å:
-0.1209 0.0366 -0.1727
0.1085 -0.0945 -0.6528
-0.9587 -0.6594 0.6158
0.1673 0.1344 0.1720
-0.1764 -0.3491 -0.2054
0.3167 0.1921 -0.1056
0.4343 0.1050 0.1400
-0.0782 0.1009 0.2622
0.1940 0.7392 -0.6431
0.0304 -0.5971 -0.0950
0.1359 -0.0218 0.3008
0.1962 -0.0844 0.1327
-0.1005 0.1551 -0.0224
0.1687 -0.1250 0.0117
0.2683 0.1917 -0.1089
0.0359 0.0830 -0.0037
0.0496 0.0758 0.0261
0.0211 0.0278 0.0140
-0.2877 -0.0996 0.1446
-0.1180 0.4246 0.2397
0.0466 0.0679 -0.2736
-0.1456 -0.4635 0.3331
-0.1329 0.2839 -0.0141
0.2225 0.1621 -0.1683
-0.0454 0.7604 0.1224
-0.1157 -0.5889 -0.0602
-0.3774 -0.3396 0.0996
0.4753 0.6858 -0.0355
-0.4498 -0.4271 -0.2101
0.4633 -0.8286 0.1406
0.1452 -0.2192 -0.0688
0.1327 -0.2886 0.0448
-0.1933 0.2407 -0.0966
-0.0374 -0.0631 -0.0113
-0.5028 0.1721 0.0856
0.1715 0.0413 -0.0771
0.4030 0.3535 -0.1115
0.1116 -0.0595 0.1256
0.0275 -0.0874 -0.1208
-0.5988 -0.1231 -0.6315
0.0742 -0.1733 0.5163
0.4398 0.5206 -0.2815
0.1152 0.1974 0.0219
-0.0114 -0.1193 0.0778
-0.0758 0.0614 0.0960
0.0668 -0.0197 0.0558
0.1887 0.0007 -0.0056
-0.0937 0.1107 -0.0406
-0.1448 0.0023 -0.0846
0.0419 0.2159 -0.1283
-0.0295 -0.0946 0.0230
-0.0349 -0.0292 -0.0077
0.1175 -0.0676 0.0244
0.0836 0.0289 0.1857
0.1413 0.0401 0.0863
-0.1187 0.1794 -0.0193
0.0908 -0.2540 -0.0483
-0.1122 -0.0773 0.1668
-0.0940 -0.1316 0.0113
0.0042 -0.0587 0.1536
0.0694 -0.1008 -0.1465
-0.2504 0.2786 -0.0437
0.2440 -0.2377 0.1573
-0.0759 0.0685 -0.0177
-0.1413 0.0968 -0.2640
0.2320 -0.2117 -0.0508
-0.0494 0.0385 0.1736
-0.2194 0.1325 -0.2276
1.8226 -1.6123 0.9985
-0.5113 0.5243 0.1989
-1.8361 1.3709 -1.8021
1.4125 -1.0243 1.4363
-1.4185 1.0927 -0.9727
-0.7313 0.2891 0.0609
0.4021 -0.2276 0.1885
0.1065 0.0567 0.3939
0.4029 -0.3418 -0.2106
-0.0241 -0.0124 0.2188
-0.0818 0.0860 0.0299
-0.0111 0.0064 0.0631
0.0861 -0.0463 0.0250
0.0322 -0.0517 -0.0056
0.0164 0.0008 -0.0282
0.0571 0.0080 -0.0384
-0.0146 -0.0090 -0.0194
-0.0542 -0.0206 -0.0427

Output
HOMO level (alpha / beta)   -0.3549 / -0.3559 Ha
Net charge   +1
F_max   2.92 eV Å⁻¹
2S+1   5
Energy relative to the best compared isomer or geometry (same formula, charge and spin)   0.248 eV
LUMO (alpha / beta)   -3.1 / -4.2 eV
DFT total energy   -3933.61890 a.u.

***

Entry from OMol25: C5H6O3 as an isolated structure at a distorted geometry (ωB97M-V/def2-TZVPD).

Last column: natural (NBO) charge in e.
Cartesian coordinates (Å):
C (-1.0906, 0.5750, -0.5774)  -0.188
C (-0.6022, -0.8744, -0.3600)  0.562
C (0.7357, -0.9956, 0.4037)  -0.127
C (1.6800, -0.1747, 0.0260)  -0.064
C (2.5294, 0.3765, -0.6286)  -0.202
H (-2.2691, 1.5110, 0.9548)  0.497
H (-0.5351, 1.2243, -1.2732)  0.222
H (-2.0615, 0.5356, -0.9853)  0.196
H (1.0585, -2.1025, 0.1693)  0.234
H (-0.6075, -0.0395, 1.5799)  0.485
H (3.0653, 1.3929, -1.0358)  0.268
O (-1.0842, 1.3459, 0.6348)  -0.704
O (-1.1609, -1.8858, -0.7199)  -0.485
O (0.3423, -0.8886, 1.8116)  -0.694

Cartesian forces, eV/Å:
0.0324 0.4760 -0.3465
1.1383 -0.4659 -0.4698
-4.9860 -6.6206 2.5774
5.0738 3.8105 -2.7686
1.5852 4.4340 -0.8752
5.6931 -0.7920 -1.4118
0.4714 -0.9952 0.0073
-1.2656 -0.2769 -0.4579
-0.4749 1.8175 0.6890
4.0525 -2.7969 1.7581
-1.3754 -3.5745 1.1184
-5.6840 0.1948 2.2426
-0.2346 1.3363 -0.0024
-4.0263 3.4527 -2.0604

Output
HOMO level   -0.3485 Ha
F_max   8.68 eV Å⁻¹
Energy relative to the best compared isomer or geometry (same formula, charge and spin)   6.573 eV
LUMO   -0.5 eV
DFT total energy   -419.59787 a.u.